Here is a 2-piece molecular cluster, C2H5FS overall from OMol25. Energies are from ωB97M-V with the def2-TZVPD basis set.

- Energy above the lowest of the compared OMol25 structures with the same formula, charge and spin: 2.344 eV
- Lowest unoccupied orbital energy: 0.0 eV
- Kohn-Sham gap: 0.356 Ha

```
! wB97M-V def2-TZVPD RIJCOSX def2/J DEFGRID3
* xyz 0 1
H 0.518 2.077 -0.832
H -0.244 -1.635 3.334
H 0.766 1.312 -2.408
F 1.138 -1.732 1.271
H -0.147 0.468 -1.150
C -0.145 -1.934 0.979
C 0.076 1.435 -1.584
H -0.836 1.891 -1.949
S -1.126 -1.883 2.339
*
```